{
  "formula": "C5H8N2O",
  "method": "the ωB97M-V functional and the def2-TZVPD basis",
  "orbital_gap_ev": [7.9, 7.9],
  "de_lowest_kj_mol": 478.1,
  "multiplicity": 1,
  "total_charge": 0,
  "fmax_ev_per_a": 1.63,
  "e_tot_ev": -10337.7711,
  "species": ["C", "C", "N", "C", "O", "N", "C", "C", "H", "H", "H", "H", "H", "H", "H", "H"],
  "xyz": [[1.2305, -1.1945, -0.7974], [-2.0501, 1.1362, 0.5598], [0.1183, -1.6285, -0.2390], [-0.8192, 0.4557, -0.0356], [2.2413, -2.1283, -0.9007], [-0.8894, -0.9561, 0.2416], [0.4419, 1.0116, 0.5177], [1.3102, 1.5784, 1.1289], [2.6939, -2.0323, -1.7416], [0.1521, -2.5904, 0.1024], [1.3106, -0.2994, -1.3906], [-0.7903, 0.6382, -1.1278], [-2.0406, 2.1982, 0.3283], [-2.9475, 0.6828, 0.1475], [-2.0569, 1.0023, 1.6389], [2.0951, 2.1260, 1.5677]],
  "mulliken_charge": [-0.048, -1.383, 0.416, 0.641, -0.516, -1.017, -0.665, -0.090, 0.352, 0.291, 0.281, 0.218, 0.388, 0.363, 0.308, 0.461]
}